Entry 1:
# C2F2NO3S

C2F2NO3S as an isolated structure (wB97M-V/def2-TZVPD, the Open Molecules 2025 dataset).

The calculation puts the HOMO energy at -4.77 eV. As for the net charge: -1. For the energy above the lowest of the compared OMol25 structures with the same formula, charge and spin, the calculation gives 128.60 kcal per mole. Its frontier orbital gap is 8.2 eV. The molar mass is 156.09 g mol⁻¹.

```
9
C2F2NO3S | the Open Molecules 2025 dataset | wB97M-V/def2-TZVPD
C -0.939 -0.514 0.475
C -0.269 0.116 -0.691
N 0.837 0.422 0.214
O -1.623 -1.417 0.815
O 0.335 0.107 1.361
O 1.632 1.302 0.209
F -0.027 -0.244 -1.970
F 1.673 -0.928 -0.200
S -1.620 1.156 -0.214
```

Entry 2:
# C15H14N5O2STc

C15H14N5O2STc as an isolated structure (wB97M-V/def2-TZVPD, the Open Molecules 2025 dataset).

As for the spin multiplicity: 2. The calculation puts the HOMO energy (spin up / spin down) at -19.14 / -19.33 eV. As for the net charge: +3. For the energy above the lowest of the compared OMol25 structures with the same formula, charge and spin, the calculation gives 42.29 kcal per mole. Its frontier orbital gap (spin up / spin down) is 5.1 / 6.0 eV. The molar mass is 426.38 g mol⁻¹.

```
38
C15H14N5O2STc | the Open Molecules 2025 dataset | wB97M-V/def2-TZVPD
Tc -0.223 0.061 -0.146
O 2.146 -1.394 2.820
C 1.240 -1.094 2.129
N 1.337 -0.372 0.877
C 2.661 0.009 0.429
O 3.669 -0.224 0.994
C 2.544 0.744 -0.863
C 3.639 1.230 -1.523
C 3.434 1.906 -2.726
C 2.136 2.060 -3.206
C 1.081 1.545 -2.492
N 1.270 0.882 -1.314
C -0.195 -1.397 2.404
C -0.591 -2.078 3.522
C -1.954 -2.317 3.697
C -2.853 -1.860 2.737
C -2.386 -1.182 1.637
N -1.054 -0.942 1.456
H 4.624 1.079 -1.099
H 4.275 2.307 -3.278
H 1.942 2.579 -4.135
H 0.066 1.649 -2.838
H 0.156 -2.409 4.234
H -2.307 -2.853 4.569
H -3.916 -2.029 2.842
H -3.057 -0.816 0.877
S -2.081 0.578 -1.366
C -3.512 0.975 -2.305
N -4.012 0.184 -3.220
C -5.198 0.806 -3.862
C -5.356 2.124 -3.063
N -4.181 2.091 -2.155
H -3.631 -0.716 -3.476
H -6.056 0.146 -3.763
H -4.992 0.972 -4.917
H -6.268 2.155 -2.470
H -5.308 3.009 -3.692
H -3.947 2.820 -1.496
```

Entry 3:
# C6H9NO

C6H9NO as an isolated structure (wB97M-V/def2-TZVPD, the Open Molecules 2025 dataset).

The calculation puts the HOMO energy at -8.59 eV. For the energy above the lowest of the compared OMol25 structures with the same formula, charge and spin, the calculation gives 176.63 kcal per mole. Its frontier orbital gap is 9.1 eV. The molar mass is 111.14 g mol⁻¹.

```
17
C6H9NO | the Open Molecules 2025 dataset | wB97M-V/def2-TZVPD
C -1.612 -0.437 -0.163
C -0.308 -0.007 0.173
C 0.726 -0.847 -0.774
C 1.812 -0.256 0.207
C 1.559 1.174 -0.172
C 0.276 1.354 -0.106
H -3.737 -0.334 0.494
H -1.431 -0.363 -1.347
H -1.637 -1.369 0.218
H 0.801 -0.554 -1.797
H 0.874 -1.944 -0.784
H 2.602 -0.600 0.812
H 0.607 0.126 2.141
H 2.384 1.823 -0.174
H -0.658 2.203 -0.120
N 0.649 -0.503 1.187
O -2.906 0.533 0.204
```

Entry 4:
# C7H14

The molecule C7H14 (wB97M-V/def2-TZVPD, the Open Molecules 2025 dataset).

The calculation puts the HOMO energy at -10.08 eV. For the energy above the lowest of the compared OMol25 structures with the same formula, charge and spin, the calculation gives 18.19 kcal per mole. Its frontier orbital gap is 11.3 eV. The molar mass is 98.19 g mol⁻¹. The SMILES is CC(C)CC1CC1.

```
21
C7H14 | the Open Molecules 2025 dataset | wB97M-V/def2-TZVPD
C -1.291 1.211 -0.548
C -1.214 -0.077 0.275
C -2.387 -0.995 -0.067
C 0.124 -0.804 0.072
C 1.318 -0.107 0.689
C 2.699 -0.332 0.140
C 2.035 1.006 -0.024
H -1.182 0.986 -1.618
H -2.258 1.709 -0.411
H -0.503 1.919 -0.271
H -1.291 0.191 1.340
H -3.346 -0.490 0.100
H -2.351 -1.296 -1.122
H -2.374 -1.907 0.542
H 0.050 -1.814 0.502
H 0.297 -0.943 -1.006
H 1.256 -0.003 1.772
H 3.531 -0.417 0.833
H 2.790 -0.958 -0.745
H 1.690 1.279 -1.018
H 2.405 1.841 0.564
```